{"formula": "C4H7NO", "method": "ωB97M-V/def2-TZVPD", "elements": ["O", "C", "C", "N", "C", "C", "H", "H", "H", "H", "H", "H", "H"], "xyz": [[2.53966, -1.23984, -0.22668], [1.39607, -0.99352, -0.19105], [0.38912, -0.73287, 1.11181], [-0.00703, 0.55855, 0.93819], [-0.34351, 0.74946, -1.08031], [-1.19181, 0.77699, 0.13866], [0.67989, -0.30117, -0.99706], [1.06404, -0.85620, 1.95976], [-0.36615, -1.53514, 1.05947], [-0.69806, 0.18770, -1.94502], [0.14878, 1.68305, -1.32891], [-1.67003, 1.73094, 0.37982], [-1.94096, -0.02796, 0.18133]], "atomic_forces_ev_per_a": [[-0.8, 0.1, 0.0], [0.8, -0.2, -0.1], [-0.1, 0.0, 0.2], [0.1, -0.2, 0.1], [-0.2, 0.2, -0.2], [-0.1, 0.0, -0.1], [0.0, 0.0, 0.0], [0.0, 0.0, -0.1], [0.0, 0.1, 0.0], [0.1, 0.0, 0.1], [0.0, -0.1, 0.1], [0.1, -0.1, -0.1], [0.2, 0.1, 0.0]], "relative_energy_ev": 5.088, "charge": 0, "spin_multiplicity": 1, "orbital_gap_ev": [8.7, 8.7], "homo_ev": [-8.77, -8.77], "e_lumo_ev": [-0.04, -0.04]}